[1]
Entry from OMol25: 4 unconnected molecules or ions with the total composition C46H32BrO11PS2 (wB97M-V/def2-TZVPD).

Geometry as ORCA input:
```
! RIJCOSX wB97M-V def2-TZVPD def2/J DEFGRID3
* xyz 0 1
O -1.227 2.652 -6.395
C -0.224 3.396 0.385
C -4.529 4.591 -8.005
C 5.294 -1.443 2.712
C 7.676 -3.945 0.204
C -5.064 0.659 3.121
H -8.229 0.965 1.963
H -0.429 4.571 -1.400
C -4.511 3.384 -3.910
O 2.736 0.297 7.456
C 6.518 -0.997 2.227
C -2.278 4.273 -11.000
C -1.144 3.301 -9.115
C 5.115 -4.915 1.282
H 3.019 -2.209 7.605
H 4.626 -7.430 0.589
C -0.943 3.990 -0.645
H 1.431 -4.040 6.863
C 7.546 -7.453 -1.141
H 1.517 -3.423 5.218
H -6.435 4.987 -6.201
C -7.158 1.106 2.027
H 0.850 3.517 0.436
H 4.693 -0.803 3.346
H -2.553 2.579 -4.313
S -0.929 -3.755 4.163
H -2.645 -2.960 7.359
H 6.021 -8.931 -0.819
O 4.051 -5.309 1.708
H 0.145 -2.289 7.662
S 2.276 -0.085 6.157
C -2.935 1.652 2.314
H -4.487 0.179 3.900
H -0.333 2.175 2.155
H -7.057 2.406 0.312
C 0.368 -2.179 6.598
C 6.346 -7.919 -0.614
O -1.966 -3.509 6.952
C -6.433 0.477 3.033
C 5.564 -7.090 0.173
C 4.842 -2.712 2.390
O 8.717 -3.538 -0.264
C 7.285 -1.814 1.414
C -2.319 3.842 -0.710
C 5.981 -5.791 0.440
C -2.199 3.200 -6.870
O -5.093 3.494 -0.713
H 3.895 -3.076 2.763
O -5.474 5.192 -8.468
C -2.238 3.595 -8.308
C -3.401 3.500 -6.040
O -2.112 -1.452 5.646
Br 4.309 -3.738 6.156
H 6.873 -0.007 2.485
H 8.153 -8.102 -1.759
C 7.189 -5.327 -0.082
H -2.893 4.307 -1.500
H -0.315 3.409 -11.084
C -5.136 2.090 1.183
C 5.612 -3.542 1.585
C -5.597 4.459 -5.769
C -1.165 3.640 -10.457
H -6.451 4.290 -3.811
C -2.981 3.089 0.253
C -3.366 4.576 -10.199
C -0.878 2.645 1.348
P -1.182 -2.764 5.770
C 7.967 -6.162 -0.877
H -6.940 -0.155 3.750
C -4.409 1.466 2.198
C 1.535 -3.131 6.268
O -2.303 1.139 3.215
H -2.294 4.531 -12.051
C -6.512 1.910 1.104
O 2.365 0.805 5.050
H -4.239 5.073 -10.600
H 8.238 -1.484 1.023
C -2.257 2.484 1.282
H -1.942 -0.993 4.810
C 6.836 -3.089 1.088
C -3.413 3.104 -4.707
C -4.461 2.944 0.165
C 2.880 -2.520 6.571
H -4.525 3.086 -2.870
H -0.291 2.806 -8.673
C 0.594 -0.670 6.324
H 0.088 -0.302 5.434
H 8.897 -5.781 -1.275
O 3.064 -1.389 5.706
H 0.228 -0.091 7.170
C -4.500 4.173 -6.575
C -5.600 4.066 -4.441
C -3.349 4.241 -8.850
*
```

- HOMO level: -9.62 eV
- LUMO level: -1.367 eV
- Kohn-Sham gap: 8.3 eV
- Structure (SMILES): O=S1(=O)C[C@@H](P(O)(O)=S)C[C@@H](Br)O1.O=C1c2ccccc2C(=O)c2ccccc21.O=C1c2ccccc2C(=O)c2ccccc21.O=C1c2ccccc2C(=O)c2ccccc21


[2]
Entry from OMol25: a single C2F4O molecule (wB97M-V/def2-TZVPD).

Geometry as ORCA input:
```
! RIJCOSX wB97M-V def2-TZVPD def2/J DEFGRID3
* xyz 0 1
F 1.019 -1.066 0.521
F 1.313 1.146 0.741
C 0.775 0.124 0.011
F 1.179 0.228 -1.255
O -1.677 1.102 0.200
C -0.943 0.216 0.012
F -1.240 -1.046 -0.190
*
```

- ΔE to the lowest compared entry with this formula, charge and spin: 0.00 kJ/mol
- HOMO level: -12.05 eV
- LUMO level: 0.808 eV
- Kohn-Sham gap: 12.9 eV
- Structure (SMILES): O=C(F)C(F)(F)F


Q: Which formula does entry 1 have?
A: C46H32BrO11PS2


Q: The lowest HOMO level belongs to which entry?
A: C2F4O